CH6FN2OP | the ωB97M-V functional and the def2-TZVPD basis

```
12
Properties=species:S:1:pos:R:3:forces:R:3
C -2.60939 0.31504 -0.02387 3.132 1.430 2.834
N 2.84288 0.67214 1.10502 -0.464 -0.097 -3.277
N 1.36263 -1.16772 -0.35547 0.056 -0.551 -0.307
O -1.33618 0.00298 -0.54688 -1.325 0.523 0.692
F 2.62462 0.72161 -1.47928 -0.602 -0.524 0.920
P 1.80215 0.43367 -0.11633 1.676 0.786 0.702
H -2.58322 0.71853 1.13339 -0.132 -1.719 -2.520
H -3.25051 -0.44384 -0.33009 -1.489 -1.577 0.182
H -2.97881 1.18268 -0.49406 -0.296 1.350 -1.185
H 2.38572 0.56023 1.95965 -0.834 -0.176 2.000
H 0.90413 -1.36822 -1.23551 -0.018 0.201 -0.071
H 0.83599 -1.62710 0.38341 0.294 0.355 0.028
```
Forces are in eV/Å.

Properties
Spin multiplicity: 1
ΔE to the lowest compared entry with this formula, charge and spin: 127.1 kcal/mol
Highest occupied orbital energy (alpha / beta): -9.34 / -8.30 eV
E_LUMO (alpha / beta): -1.03 / -1.90 eV

Atom charges from the Mulliken analysis, given in e for atoms 1 to 5: -0.5227, -0.5522, -0.5228, -0.2558, -0.2734


C3H7BCl2O2 | the ωB97M-V functional and the def2-TZVPD basis

```
15
Properties=species:S:1:pos:R:3:forces:R:3
B 2.26633 -0.08116 -0.66700 -2.057 0.673 -0.077
C -0.94396 -0.31995 0.38523 0.799 0.460 -0.921
C -2.31741 0.20502 0.72832 1.555 3.206 -2.442
C -0.15877 0.35997 -0.77973 2.608 -1.100 -0.629
O 2.93508 0.72466 0.16320 2.084 0.617 0.536
O 2.86885 -0.90857 -1.52357 -0.526 -1.197 -1.021
Cl -3.34744 0.15654 -0.73440 -0.224 0.356 -0.784
Cl -0.26873 2.11310 -0.74216 0.022 0.065 0.018
H -0.26909 -0.22674 1.21336 0.020 -0.059 0.845
H -1.04166 -1.35546 0.13261 0.113 -0.762 -0.137
H -2.94004 -0.32040 1.30134 -1.375 -2.609 3.029
H -2.32249 1.24057 1.12321 0.202 -0.490 -0.498
H -0.24595 0.00146 -1.84533 -0.459 0.344 1.494
H 3.94983 0.70709 0.03710 -2.427 0.003 0.300
H 3.76654 -1.26705 -1.46880 -0.335 0.493 0.289
```
Forces are in eV/Å.

Properties
Spin multiplicity: 1
ΔE to the lowest compared entry with this formula, charge and spin: 70.2 kcal/mol
Highest occupied orbital energy: -8.34 eV
E_LUMO: -0.24 eV

Atom charges from the Mulliken analysis, given in e for atoms 1 to 5: 0.4693, -0.6325, -0.6166, -0.2682, -0.4517


C42H99N6O12V | the ωB97M-V functional and the def2-TZVPD basis

```
160
Properties=species:S:1:pos:R:3:forces:R:3
O -0.60337 -5.36919 -6.26704 1.514 1.441 0.766
V 0.48937 -4.32151 -5.75524 2.450 -2.679 0.194
O 1.89938 -5.09526 -5.34618 -3.786 1.940 -1.037
C -0.39338 -0.57174 0.47494 1.310 -0.720 1.456
C -0.77884 -1.92149 -0.05535 -1.234 0.879 -2.646
O -1.04519 -1.87092 -1.42096 0.501 -0.683 0.274
H -1.11673 0.22972 0.32481 0.127 -0.234 -0.116
H 0.62649 -0.31240 0.19087 -0.165 0.348 -0.733
H -0.21303 -0.77929 1.52969 -0.457 0.569 0.650
H -1.74413 -2.20356 0.36508 -0.548 -0.247 0.626
H -0.12458 -2.74629 0.22704 0.550 -0.107 0.104
C -6.81797 0.48057 -3.92154 -1.954 -2.131 -1.033
C -6.47713 1.66549 -3.16954 -0.923 2.458 0.420
C -6.84098 1.65228 -1.66525 0.147 0.184 0.125
O -6.36472 2.80648 -0.92638 -0.519 -0.262 -1.572
C -6.55959 2.78752 0.47545 0.738 -0.729 -0.397
N -5.12582 1.93122 -3.52957 1.563 0.386 1.425
H -6.18175 -0.37958 -3.71302 0.249 0.033 0.067
H -6.76743 0.72153 -4.98337 0.258 -0.164 -0.012
H -7.83830 0.13095 -3.76408 -0.197 0.000 0.146
H -6.98912 2.51474 -3.62203 -0.664 0.119 0.180
H -6.44598 0.70381 -1.30130 0.242 -0.080 0.712
H -7.92556 1.63733 -1.55770 -0.193 -0.206 -0.114
H -6.40437 3.79607 0.85865 0.212 -0.123 -0.110
H -5.79741 2.08275 0.80784 0.015 0.128 0.911
H -7.52734 2.44182 0.83883 -0.329 -0.082 -0.419
H -4.83515 2.49943 -2.74678 0.865 0.827 -0.123
H -4.62302 1.07419 -3.34849 0.513 -0.367 -0.203
C 3.80107 -0.92798 -5.09284 1.677 -1.492 0.444
O 3.00337 -0.92671 -6.21789 -0.559 0.810 -0.079
C 2.31013 0.27874 -6.39412 -0.307 0.195 -2.147
C 1.67879 0.14311 -7.81737 -0.433 0.431 0.867
N 0.49699 -0.74659 -7.71429 0.529 0.057 0.278
C -0.10173 -1.22402 -8.94187 0.606 -0.378 -0.438
C 0.88133 -2.08751 -9.82718 -0.311 0.590 1.641
O 1.79114 -2.91758 -9.02082 -1.144 -0.254 -0.294
C 2.57020 -3.76564 -9.89930 -1.261 0.766 -0.697
H 4.54570 -1.69428 -5.30827 -0.049 -0.461 0.306
H 3.27401 -1.22927 -4.18756 -0.125 0.362 0.189
H 4.46700 -0.07848 -4.94123 -0.613 0.755 -0.014
H 2.95573 1.15692 -6.38464 0.638 -0.047 -0.167
H 1.59114 0.53448 -5.61583 -0.507 -0.592 0.139
H 2.42569 -0.15487 -8.55321 0.034 -0.826 0.406
H 1.41128 1.12205 -8.21512 -0.410 0.437 0.240
H -0.21198 -0.18130 -7.26941 -0.108 -0.060 0.368
H -0.50072 -0.40010 -9.53353 0.500 0.347 -0.738
H -1.05247 -1.69654 -8.69507 0.300 -0.844 0.232
H 1.48062 -1.38197 -10.40265 0.245 -0.082 -0.131
H 0.22944 -2.62088 -10.51902 0.335 -0.582 -0.047
H 1.97488 -4.57689 -10.31830 -0.499 0.052 -0.074
H 3.42361 -4.30323 -9.48604 0.107 0.953 0.616
H 2.76945 -3.05556 -10.70191 1.062 -0.636 -0.430
C -3.19962 -2.04526 7.16097 -0.280 0.395 0.000
O -4.56909 -1.77313 7.52794 0.848 -0.446 -0.020
C -5.08109 -0.73150 6.70658 -0.086 -1.037 -0.768
C -6.56366 -0.56775 6.87860 -0.217 0.633 2.721
N -6.87879 -0.01680 8.21456 0.690 1.317 -0.920
C -8.27063 0.11997 8.49272 -0.087 -0.167 1.565
C -9.03155 1.31288 7.89380 -0.031 -0.565 0.406
O -8.63070 2.59284 8.44130 0.099 -1.206 -1.309
C -7.44635 3.16675 7.84533 -0.468 0.210 0.343
H -2.74462 -1.08231 6.92899 0.371 -0.071 -0.128
H -3.08987 -2.72226 6.31380 -0.493 0.171 -0.448
H -2.58803 -2.53470 7.91895 -0.637 0.226 0.652
H -4.98372 -1.00448 5.65581 0.446 -0.176 -0.321
H -4.47718 0.16337 6.85698 -0.341 0.401 0.183
H -7.13300 -1.49709 6.89588 0.329 -0.526 -1.104
H -6.93883 0.13065 6.13057 -0.055 -0.127 -0.154
H -6.31589 -0.33089 8.99210 -0.093 -0.289 -0.403
H -8.35634 0.15283 9.57886 0.023 0.740 0.252
H -8.77755 -0.83879 8.38353 -0.671 -0.234 -1.077
H -10.09123 1.12297 8.06440 -0.141 0.461 1.036
H -9.12212 1.20386 6.81305 1.094 0.782 -0.566
H -7.70396 4.11183 7.36724 -0.249 0.017 -0.180
H -6.94940 2.53244 7.11129 -0.139 -0.204 0.186
H -6.74970 3.42995 8.64126 0.091 -0.304 0.047
C -4.20430 -7.24879 1.54751 0.145 -0.956 -1.492
O -4.86797 -8.12018 0.58828 -0.401 0.588 0.359
C -4.33009 -8.12588 -0.73045 0.188 -1.387 0.610
C -2.94689 -8.69113 -0.77604 2.413 0.334 0.472
N -2.60476 -9.98448 -0.10923 -0.881 1.036 -1.092
C -1.20615 -10.37691 -0.34597 -0.401 -0.782 0.411
C -0.09880 -9.57273 0.33599 -1.660 0.188 -2.697
O -0.30262 -9.66124 1.68216 1.455 -0.108 1.315
C 0.59652 -8.78907 2.39374 -1.000 -0.104 -0.838
H -4.16060 -6.22942 1.16400 -0.158 0.181 0.120
H -3.18109 -7.61224 1.64262 0.186 0.162 0.398
H -4.71567 -7.31016 2.50816 -0.114 -0.048 -0.301
H -4.31649 -7.15279 -1.22139 -0.114 0.269 0.158
H -4.86553 -8.83283 -1.36419 -1.020 0.225 0.413
H -2.27388 -7.95801 -0.33141 0.183 0.564 -0.031
H -2.64863 -8.69352 -1.82444 0.016 -0.415 -0.183
H -2.82256 -9.81767 0.86280 0.294 -0.473 0.302
H -1.04868 -10.40929 -1.42405 0.054 0.147 -0.063
H -1.11410 -11.40613 0.00091 -0.021 -0.164 0.018
H -0.24957 -8.58393 -0.09718 0.092 0.940 0.618
H 0.85456 -9.84168 -0.11883 0.541 -0.637 0.733
H 1.65564 -8.91813 2.17079 0.093 -0.699 0.018
H 0.37858 -8.94369 3.45048 0.117 0.488 -0.136
H 0.36340 -7.82075 1.95089 -0.006 0.661 0.885
C 9.14286 -2.11315 6.77082 -0.551 0.506 -0.213
C 8.64779 -1.44595 5.43129 1.948 -0.239 -0.288
C 7.34849 -2.19308 5.01177 0.289 1.303 0.027
C 6.41324 -1.41912 4.05900 0.366 -0.211 -0.156
C 6.15341 0.00093 4.53502 1.869 -0.336 0.645
C 7.52258 0.79960 4.76179 -0.232 -0.771 0.720
N 8.44425 0.00647 5.65987 -2.870 -1.094 -0.203
O 9.60842 0.68066 6.00254 0.609 0.096 -0.392
C 8.11046 1.13185 3.40670 0.470 -0.379 -0.536
C 7.17103 2.06281 5.50145 -0.629 1.100 0.474
C 9.80220 -1.68131 4.38936 -1.176 -0.506 0.342
H 8.52355 -1.77611 7.60205 -0.288 0.009 -0.015
H 10.16410 -1.88411 7.07533 0.122 0.128 -0.447
H 9.04499 -3.19737 6.71620 0.051 -0.036 -0.150
H 7.61939 -3.12744 4.52017 0.127 -0.090 0.275
H 6.87094 -2.40946 5.96740 -0.533 -0.142 -0.170
H 5.48879 -1.99221 3.98787 -0.192 0.118 -0.022
H 6.81653 -1.40141 3.04650 0.211 -0.137 -0.068
H 5.65373 -0.16647 5.48917 -0.238 0.811 0.142
H 5.58745 0.60375 3.82481 -0.292 -0.162 0.196
H 9.10594 1.57188 3.46585 -0.005 0.076 0.235
H 8.21681 0.21248 2.83089 -0.006 0.098 -0.175
H 7.48040 1.80911 2.83012 -0.128 0.049 0.113
H 6.69905 1.88237 6.46726 0.120 -0.370 0.107
H 7.97208 2.77972 5.68162 0.399 -0.342 -0.155
H 6.42488 2.64077 4.95618 -0.099 -0.080 -0.335
H 10.73823 -1.32133 4.81640 -0.046 0.181 -0.489
H 9.52822 -1.28353 3.41221 0.379 0.468 0.127
H 9.86785 -2.75233 4.19783 0.276 -0.192 0.279
H 9.52474 0.79477 6.95205 0.047 0.143 0.130
C 2.65325 8.15394 -5.54060 0.071 -0.724 -0.512
C 1.56683 8.58302 -4.55955 -1.659 -0.254 -0.210
C 0.16683 7.89068 -5.00470 0.313 0.692 1.341
C -0.81882 7.94689 -3.80312 -0.131 -0.956 0.111
C -0.30571 7.13985 -2.61756 1.271 0.426 -0.589
C 0.99882 7.78849 -2.06194 0.415 -1.093 0.359
N 1.97763 8.11588 -3.17956 -3.167 -1.582 -1.324
O 3.18284 8.63703 -2.81492 0.810 1.034 0.869
C 0.50015 8.94713 -1.16426 0.281 0.213 -0.753
C 1.64297 6.68848 -1.10093 -0.537 0.851 -0.926
C 1.29853 10.09321 -4.68092 0.264 1.176 0.722
H 2.35176 8.31358 -6.57584 -0.176 0.443 -0.021
H 2.80267 7.07463 -5.51111 -0.098 -0.207 0.351
H 3.64833 8.58361 -5.42521 -0.216 0.409 0.293
H -0.34296 8.42721 -5.80492 0.594 0.469 -0.145
H 0.34173 6.91172 -5.45097 -0.023 -0.406 0.661
H -1.82264 7.57288 -4.00452 0.021 -0.193 -0.671
H -1.02632 8.96700 -3.48001 0.402 0.261 -0.207
H -0.10927 6.11264 -2.92473 0.053 -0.100 -0.148
H -1.02845 7.08796 -1.80328 -0.003 0.131 0.033
H 1.21694 9.76778 -1.19341 0.113 -0.081 0.681
H -0.44272 9.36583 -1.51608 0.009 0.030 -0.309
H 0.24982 8.53841 -0.18530 0.497 0.348 0.209
H 1.90393 5.75356 -1.59681 0.170 0.220 -0.475
H 2.51932 7.07315 -0.57927 -0.170 -0.003 0.185
H 0.83429 6.40130 -0.42887 0.231 0.192 0.436
H 0.86600 10.53409 -3.78279 0.256 -0.303 0.507
H 0.56353 10.45656 -5.39916 0.102 -0.752 -0.634
H 2.20535 10.66429 -4.88004 0.168 -0.072 0.094
H 3.82584 7.95153 -3.01049 0.136 -0.174 0.073
```
Forces are in eV/Å.

Properties
Spin multiplicity: 1
Highest occupied orbital energy: -6.69 eV
E_LUMO: -3.82 eV

Atom charges from the Mulliken analysis, given in e for atoms 1 to 5: -0.6467, 1.6603, -0.6533, -0.8493, -0.2271


C3H37NO16 | the ωB97M-V functional and the def2-TZVPD basis

```
57
Properties=species:S:1:pos:R:3:forces:R:3
C 2.00352 1.83485 -1.92931 1.133 -0.251 0.867
C 2.94547 0.62119 -2.01179 0.899 -1.370 -0.407
C 2.28985 -0.69770 -1.63336 -1.170 1.263 0.314
N 2.36319 -1.02432 -0.33347 0.091 0.533 -0.455
O 1.57502 -1.31929 -2.42594 0.445 -0.461 0.129
H 1.86711 2.32809 -2.87467 -0.141 0.057 -0.330
H 1.05510 1.57118 -1.49260 -0.471 -0.120 -0.048
H 2.48585 2.50943 -1.22153 -0.299 0.396 -0.191
H 3.82800 0.66633 -1.35563 -0.246 0.571 -0.093
H 3.36792 0.44978 -3.01206 -0.268 0.329 0.127
H 2.65973 -0.31720 0.31628 0.260 -0.287 0.268
H 1.78689 -1.79015 -0.01497 0.146 0.048 0.182
H -1.50901 3.82240 -1.80288 0.576 0.419 0.350
H -0.67246 3.04077 -0.61579 0.198 0.833 -0.251
O -1.34101 3.01809 -1.31724 -0.770 -0.926 -0.358
H 1.55788 -0.16589 2.64874 -0.045 0.241 -0.111
H 2.85463 -0.71052 3.11144 0.346 0.059 -0.236
O 2.49513 0.07114 2.66994 -0.326 -0.184 0.127
H -2.43761 1.29994 -1.59402 -0.110 0.252 0.354
H -1.20118 0.48998 -1.31699 -0.044 -0.094 -0.025
O -2.15568 0.48303 -1.16661 0.458 -0.370 -0.829
H -1.72857 -2.84374 -0.66669 0.503 0.220 0.045
H -1.97457 -3.86669 0.36481 0.404 -0.191 0.492
O -1.29327 -3.22118 0.13701 -0.998 -0.487 -0.438
H 0.30561 -3.46089 -0.37028 0.039 0.081 -0.640
H 1.27114 -2.84581 -1.51611 -0.566 0.195 -0.513
O 1.19615 -3.46323 -0.78032 0.437 -0.864 0.775
H 1.60976 -3.35287 2.04770 -0.068 -0.145 0.006
H 2.35123 -3.35062 0.70770 -0.129 -0.175 0.349
O 2.44114 -3.08601 1.64574 0.139 0.057 0.102
H 3.22615 2.16780 1.36299 0.154 0.009 -0.001
H 2.90614 3.42342 2.12934 0.257 0.155 -0.071
O 2.98491 3.09545 1.22348 0.040 -0.473 0.515
H -4.60390 0.81996 0.14458 -0.113 0.238 0.614
H -3.91697 2.21697 0.56687 -0.437 -0.186 0.360
O -4.13812 1.60770 -0.13740 -0.220 0.378 -0.763
H 2.01692 -0.45695 -4.89501 -0.042 -0.001 -0.349
H 0.95627 -0.46136 -3.87491 -0.091 -0.018 -0.663
O 1.08709 -0.21742 -4.81812 0.085 0.099 0.545
H -3.62835 -0.10422 2.08959 0.536 -0.059 -0.919
H -3.38150 -0.89058 3.32650 0.194 -0.343 0.172
O -3.99347 -0.26379 2.94482 -0.809 0.111 0.721
H -1.13696 1.79481 1.39289 0.294 -0.135 -0.046
H -2.53149 1.42499 1.74268 -0.329 -0.278 -0.043
O -1.66997 1.50304 2.13952 0.312 1.392 0.807
H -1.88904 -0.94922 0.24626 0.633 -0.647 -0.178
H -0.69310 -1.11325 1.36459 -0.005 -1.061 -1.004
O -1.48259 -0.67300 1.06301 -0.440 1.034 0.428
H -1.28741 -0.90399 2.94129 -0.161 -0.423 -0.191
H -0.86329 -1.44855 4.24551 0.220 -0.517 0.084
O -0.96528 -1.74240 3.32873 -0.050 1.077 0.773
H -3.30829 -2.32371 -2.26942 0.351 -0.634 -0.082
H -2.67627 -1.05189 -1.87296 1.104 -0.319 0.209
O -2.44014 -2.01489 -1.97061 -1.474 0.794 -0.332
H 1.16813 2.86926 1.21880 0.136 0.409 -0.213
H -0.10616 3.79043 1.38104 0.014 0.124 0.457
O 0.36973 3.21134 0.78884 -0.581 -0.357 -0.395
```
Forces are in eV/Å.

Properties
Spin multiplicity: 1
ΔE to the lowest compared entry with this formula, charge and spin: 45.0 kcal/mol
Highest occupied orbital energy: -10.06 eV
E_LUMO: -0.08 eV

Atom charges from the Mulliken analysis, given in e for atoms 1 to 5: -0.2793, -1.0339, 1.1152, -0.1729, -0.8836